1.
ORCA calculation (ωB97M-V with the def2-TZVPD basis set) on 6 unconnected molecules or ions with the total composition C28H53BrN6O4P.

Atoms and positions in Å:
Br: -1.677 0.642 4.399
P: -2.176 1.880 2.417
O: -0.471 -2.069 0.053
O: -1.136 -0.818 1.819
O: -2.700 3.239 3.408
O: -0.545 3.845 5.464
N: 3.328 2.494 3.259
N: 9.089 -1.717 2.114
N: 3.903 -4.329 -0.030
N: -1.878 -6.318 -3.365
N: -3.082 3.811 -4.397
N: -4.953 3.194 -0.314
C: -6.116 5.765 -3.398
C: 3.032 -1.175 3.786
C: -0.421 2.554 2.225
C: -2.422 -5.362 -3.691
C: 4.121 -0.578 4.674
C: 8.570 -2.232 -0.395
C: 3.757 0.811 5.208
C: -1.826 0.321 1.254
C: -5.184 6.576 -4.291
C: 6.127 -1.554 -0.164
C: 8.859 -1.946 1.013
C: -3.722 4.656 -4.838
C: -1.252 -1.855 0.966
C: 3.701 -4.566 -1.134
C: -4.530 -4.103 -1.971
C: 7.435 -1.345 -0.918
C: 2.356 -3.954 -3.122
C: -3.081 -4.109 -4.069
C: -4.535 5.739 -5.397
C: -0.005 4.173 4.185
C: 3.548 1.752 4.107
C: -2.809 2.776 0.814
C: -2.423 -2.774 1.205
C: -3.530 -3.332 -2.825
C: 0.418 2.904 3.444
C: -4.310 2.782 0.704
C: 1.011 -4.134 -2.428
C: 3.459 -4.851 -2.550
H: 2.086 -1.256 4.322
H: -6.578 6.406 -2.648
H: -5.581 4.979 -2.865
H: -5.746 7.390 -4.755
H: -5.421 -4.363 -2.546
H: -0.731 4.730 3.599
H: 0.256 -3.498 -2.889
H: 0.140 1.839 1.627
H: -4.407 7.035 -3.677
H: -2.078 -3.753 1.507
H: 0.670 -5.169 -2.498
H: 3.185 -5.903 -2.648
H: -2.520 3.828 0.792
H: 0.611 2.109 4.150
H: 3.317 -2.173 3.450
H: 4.302 -1.242 5.522
H: 2.245 -4.178 -4.185
H: -3.979 -2.391 -3.145
H: -2.657 -3.080 -2.219
H: -1.277 0.620 0.359
H: -2.432 2.319 -0.100
H: -3.123 -2.353 1.916
H: -6.913 5.301 -3.983
H: -4.919 2.460 1.543
H: 5.054 -0.516 4.114
H: 7.731 -0.296 -0.848
H: 6.227 -1.289 0.887
H: -3.935 -4.345 -4.706
H: 9.481 -2.064 -0.971
H: -3.497 1.375 2.581
H: 4.553 1.196 5.846
H: 1.061 -3.859 -1.374
H: -2.379 -3.514 -4.652
H: 2.864 -0.568 2.895
H: -3.891 6.363 -6.018
H: -1.485 3.676 5.347
H: -2.947 -2.891 0.261
H: -4.094 -5.024 -1.581
H: 2.841 0.765 5.800
H: -0.470 3.445 1.599
H: 2.662 -2.909 -3.045
H: -2.550 4.057 2.930
H: -2.822 0.006 0.923
H: 7.280 -1.563 -1.977
H: 5.340 -0.928 -0.583
H: -4.843 -3.503 -1.117
H: -4.278 3.499 -1.019
H: 1.420 3.148 3.062
H: 5.799 -2.592 -0.223
H: 8.303 -3.285 -0.487
H: 0.854 4.802 4.401
H: -5.299 5.299 -6.040
H: 4.392 -4.694 -3.092

Computed properties:
Energy = -126356.793 eV
Total charge = -1

***

2.
ORCA calculation (ωB97M-V with the def2-TZVPD basis set) on a molecular structure, C28H53CrGe2N5O4P2Te.

Atoms and positions in Å:
Te: -2.912 -0.209 2.463
Ge: -0.558 -1.491 -3.334
Ge: -0.501 0.573 -1.968
Cr: -1.002 -0.288 0.434
P: 2.482 -0.652 1.420
P: -1.883 1.870 1.956
O: -1.003 2.392 3.155
O: -2.900 3.014 1.594
O: 1.058 -0.271 1.167
O: -0.957 1.717 0.748
N: 3.621 -0.361 0.284
N: 2.567 -2.296 1.608
N: -1.187 -2.257 0.205
N: 3.020 0.201 2.707
N: -1.768 -4.637 0.416
C: 4.171 0.988 0.098
C: 4.376 0.036 3.218
C: 1.362 2.793 -1.576
C: -3.237 3.776 -2.298
C: -4.179 3.259 2.240
C: -0.869 1.663 5.460
C: -1.570 2.569 4.484
C: 3.757 -1.194 -0.910
C: 3.113 1.972 -3.581
C: -3.733 2.221 -4.064
C: -5.179 3.605 1.170
C: 2.021 1.179 -3.236
C: 1.461 -2.984 2.264
C: -2.742 1.369 -3.584
C: -0.169 -1.188 -5.206
C: 2.097 0.841 3.643
C: -1.866 -5.193 1.778
C: -2.243 2.932 -1.821
C: -2.367 -2.199 -3.191
C: -1.978 1.722 -2.471
C: 3.328 3.173 -2.919
C: -2.534 -5.303 -0.655
C: -1.483 -3.363 0.301
C: 1.124 1.590 -2.250
C: 0.714 -2.778 -2.623
C: 2.459 3.576 -1.910
C: -3.979 3.425 -3.421
C: 3.835 -3.006 1.756
H: 4.402 -0.626 4.089
H: 0.368 -3.792 -2.844
H: 2.050 0.283 4.584
H: -2.571 0.430 -4.098
H: 4.175 3.793 -3.186
H: 4.775 1.007 3.522
H: -1.385 1.696 6.421
H: -4.846 4.472 0.598
H: 3.328 -0.687 -1.776
H: -2.245 -6.350 -0.675
H: 0.165 1.975 5.617
H: -2.982 -1.823 -4.011
H: -1.426 3.618 4.734
H: 4.659 -2.433 1.338
H: 5.035 -0.369 2.453
H: 1.655 -3.126 3.334
H: -4.488 2.369 2.788
H: -1.689 3.209 -0.935
H: 1.686 -2.638 -3.097
H: -4.751 4.088 -3.791
H: -2.846 -1.925 -2.251
H: -1.215 -4.633 2.445
H: -2.294 -4.849 -1.612
H: -4.312 1.941 -4.936
H: 3.897 1.635 0.925
H: 1.867 0.245 -3.766
H: -1.539 -6.229 1.746
H: -0.881 0.635 5.096
H: -4.038 4.075 2.945
H: 0.542 -2.420 2.151
H: 4.055 -3.214 2.809
H: 0.905 -1.097 -5.377
H: -3.605 -5.222 -0.472
H: 1.328 -3.975 1.816
H: -2.891 -5.144 2.144
H: -2.325 -3.288 -3.277
H: 1.102 0.905 3.217
H: 2.441 1.855 3.867
H: -0.542 -2.060 -5.750
H: 3.790 1.652 -4.364
H: 0.832 -2.669 -1.545
H: -5.311 2.765 0.487
H: -0.661 -0.293 -5.588
H: 3.790 -3.962 1.228
H: 3.787 1.425 -0.823
H: -2.642 2.371 4.467
H: -6.142 3.841 1.628
H: 0.694 3.117 -0.786
H: -3.432 4.715 -1.792
H: 5.261 0.946 0.034
H: 4.814 -1.384 -1.118
H: 2.633 4.509 -1.387
H: 3.257 -2.149 -0.779

Computed properties:
Relative energy (zero: lowest compared OMol25 entry of this formula, charge and spin) = 0.00 kJ/mol
Multiplicity = 6
⟨S²⟩ = 8.77
Total charge = +1